(1)
{"formula": "C21H20F2O4", "method": "the ωB97M-V functional and the def2-TZVPD basis", "smiles": "Cc1ccc(C(c2ccc(C)c(F)c2)C2C(=O)OC(C)(C)OC2=O)cc1F", "charge": 0, "homo_lumo_gap_ev": 9.07, "homo_energy_ev": -8.87, "species": ["C", "C", "C", "C", "C", "C", "C", "C", "C", "C", "C", "C", "F", "C", "C", "C", "O", "O", "C", "C", "C", "O", "C", "O", "C", "C", "F", "H", "H", "H", "H", "H", "H", "H", "H", "H", "H", "H", "H", "H", "H", "H", "H", "H", "H", "H", "H"], "positions_angstrom": [[5.295, 0.537, 2.451], [3.923, -0.081, 2.425], [3.707, -1.420, 2.089], [2.413, -1.919, 1.904], [1.287, -1.086, 2.035], [0.007, -1.602, 1.511], [-1.298, -1.037, 2.024], [-2.359, -1.859, 2.475], [-3.626, -1.346, 2.693], [-3.920, 0.019, 2.532], [-5.321, 0.569, 2.544], [-2.802, 0.837, 2.251], [-3.063, 2.183, 2.047], [-1.549, 0.333, 1.961], [0.161, -1.577, -0.148], [1.193, -2.436, -0.863], [1.479, -3.573, -0.441], [1.941, -2.007, -1.929], [1.405, -0.964, -2.811], [2.572, -0.352, -3.594], [0.406, -1.536, -3.808], [0.801, 0.082, -1.984], [0.010, -0.286, -0.927], [-0.826, 0.567, -0.594], [1.480, 0.162, 2.679], [2.785, 0.669, 2.739], [2.964, 2.014, 2.966], [6.033, -0.279, 2.369], [5.471, 1.237, 1.608], [5.454, 1.087, 3.397], [4.577, -2.054, 1.895], [2.305, -2.968, 1.631], [-0.007, -2.686, 1.357], [-2.184, -2.927, 2.675], [-4.485, -2.009, 2.896], [-6.021, -0.282, 2.611], [-5.497, 1.249, 3.399], [-5.540, 1.124, 1.609], [-0.762, 1.018, 1.603], [-0.851, -2.141, -0.197], [3.356, 0.066, -2.957], [3.071, -1.076, -4.245], [2.276, 0.455, -4.271], [-0.419, -1.995, -3.241], [0.011, -0.734, -4.464], [0.899, -2.304, -4.436], [0.658, 0.772, 3.058]], "nbo_charge": [-0.628, -0.112, -0.188, -0.219, -0.038, -0.185, -0.055, -0.199, -0.212, -0.078, -0.632, 0.453, -0.344, -0.263, -0.464, 0.794, -0.573, -0.504, 0.533, -0.645, -0.660, -0.506, 0.781, -0.562, -0.292, 0.458, -0.343, 0.215, 0.227, 0.229, 0.217, 0.241, 0.257, 0.218, 0.216, 0.215, 0.231, 0.233, 0.253, 0.300, 0.235, 0.230, 0.233, 0.216, 0.239, 0.237, 0.239]}


(2)
{"formula": "C21H20F3N3O", "method": "the ωB97M-V functional and the def2-TZVPD basis", "smiles": "CCn1c(-c2ccccc2)nc(C)c1CC(=O)NCc1ccc(F)c(F)c1F", "charge": 0, "homo_lumo_gap_ev": 8.74, "homo_energy_ev": -8.16, "de_lowest_ev": 2.3981, "species": ["C", "C", "N", "C", "C", "C", "C", "C", "C", "C", "N", "C", "C", "C", "C", "C", "O", "N", "C", "C", "C", "C", "C", "F", "C", "F", "C", "F", "H", "H", "H", "H", "H", "H", "H", "H", "H", "H", "H", "H", "H", "H", "H", "H", "H", "H", "H", "H"], "positions_angstrom": [[2.259, 3.649, 0.583], [1.182, 2.884, -0.211], [1.196, 1.465, 0.120], [1.970, 0.563, -0.564], [2.464, 0.551, -1.921], [1.686, 1.083, -2.947], [2.125, 1.062, -4.304], [3.487, 0.490, -4.564], [4.264, -0.041, -3.538], [3.706, -0.054, -2.217], [2.207, -0.501, 0.207], [1.657, -0.302, 1.469], [1.733, -1.371, 2.547], [1.000, 0.858, 1.353], [0.058, 1.343, 2.394], [-1.367, 1.121, 2.105], [-2.208, 1.520, 2.842], [-1.748, 0.173, 1.154], [-3.177, -0.043, 0.807], [-3.583, -1.468, 0.642], [-4.618, -1.967, 1.464], [-5.033, -3.239, 1.419], [-4.469, -4.102, 0.474], [-4.654, -5.457, 0.631], [-3.488, -3.634, -0.418], [-3.129, -4.381, -1.458], [-2.968, -2.330, -0.278], [-2.011, -2.009, -1.118], [2.093, 3.301, 1.580], [2.094, 4.693, 0.779], [3.237, 3.443, 0.167], [1.388, 3.014, -1.300], [0.089, 3.091, -0.077], [0.691, 1.488, -2.578], [1.598, 1.327, -5.114], [3.938, 0.520, -5.542], [5.206, -0.536, -3.733], [4.342, -0.446, -1.383], [1.339, -1.062, 3.543], [1.259, -2.284, 2.301], [2.782, -1.310, 2.685], [0.253, 0.796, 3.323], [0.256, 2.367, 2.498], [-1.014, -0.180, 0.524], [-3.438, 0.452, -0.122], [-3.864, 0.409, 1.597], [-5.135, -1.315, 2.109], [-5.653, -3.629, 2.070]], "nbo_charge": [-0.629, -0.219, -0.376, 0.397, -0.138, -0.199, -0.198, -0.196, -0.229, -0.140, -0.487, 0.123, -0.641, 0.076, -0.522, 0.679, -0.610, -0.640, -0.244, -0.100, -0.171, -0.264, 0.341, -0.316, 0.275, -0.290, 0.351, -0.292, 0.210, 0.228, 0.225, 0.227, 0.211, 0.214, 0.206, 0.211, 0.221, 0.233, 0.210, 0.234, 0.236, 0.260, 0.232, 0.409, 0.201, 0.250, 0.219, 0.221]}


(3)
{"formula": "C21H20FN3O4", "method": "the ωB97M-V functional and the def2-TZVPD basis", "smiles": "O=[N+]([O-])c1ccc(C(F)c2ccc([N+](=O)[O-])cc2)cc1.Cc1cc(C)nc(C)c1", "charge": 0, "homo_lumo_gap_ev": 7.38, "homo_energy_ev": -8.90, "de_lowest_ev": 8.4193, "species": ["O", "N", "O", "C", "C", "C", "C", "C", "F", "C", "C", "C", "C", "N", "O", "O", "C", "C", "C", "C", "H", "H", "H", "H", "H", "H", "H", "H", "H", "C", "C", "C", "C", "C", "N", "C", "C", "C", "H", "H", "H", "H", "H", "H", "H", "H", "H", "H", "H"], "positions_angstrom": [[-5.032, 2.342, 6.929], [-5.018, 1.131, 7.182], [-6.064, 0.479, 7.362], [-3.769, 0.472, 7.304], [-3.709, -0.917, 7.626], [-2.524, -1.544, 7.710], [-1.265, -0.877, 7.449], [-0.031, -1.670, 7.494], [-0.004, -2.829, 6.655], [1.220, -0.873, 7.480], [1.500, 0.031, 6.440], [2.702, 0.672, 6.344], [3.693, 0.529, 7.349], [4.882, 1.284, 7.295], [5.678, 1.181, 8.242], [5.087, 2.031, 6.331], [3.381, -0.322, 8.474], [2.208, -0.982, 8.523], [-1.349, 0.532, 7.277], [-2.560, 1.206, 7.160], [-4.669, -1.437, 7.785], [-2.472, -2.644, 7.881], [-0.081, -2.473, 8.231], [0.787, 0.111, 5.615], [2.929, 1.362, 5.493], [4.175, -0.365, 9.254], [2.069, -1.723, 9.366], [-0.462, 1.152, 7.115], [-2.651, 2.279, 6.950], [-0.011, -7.950, 2.501], [-0.001, -6.778, 3.551], [0.920, -6.850, 4.583], [0.871, -5.731, 5.486], [1.827, -5.715, 6.681], [-0.007, -4.786, 5.318], [-0.866, -4.705, 4.326], [-1.848, -3.540, 4.220], [-0.941, -5.759, 3.333], [0.769, -8.669, 2.802], [-1.012, -8.421, 2.504], [0.197, -7.530, 1.499], [1.674, -7.669, 4.803], [2.441, -6.609, 6.631], [2.486, -4.844, 6.717], [1.319, -5.707, 7.646], [-2.497, -3.707, 3.363], [-2.473, -3.426, 5.107], [-1.360, -2.570, 4.111], [-1.716, -5.672, 2.528]], "nbo_charge": [-0.370, 0.499, -0.376, 0.031, -0.188, -0.179, -0.043, 0.102, -0.352, -0.028, -0.232, -0.155, 0.025, 0.499, -0.375, -0.369, -0.198, -0.137, -0.150, -0.187, 0.258, 0.232, 0.237, 0.232, 0.255, 0.258, 0.223, 0.222, 0.257, -0.630, 0.026, -0.286, 0.263, -0.643, -0.463, 0.261, -0.642, -0.282, 0.211, 0.219, 0.220, 0.222, 0.207, 0.226, 0.222, 0.208, 0.223, 0.224, 0.224]}


(4)
{"formula": "C21H20IN6O4PtS", "method": "the ωB97M-V functional and the def2-TZVPD basis", "charge": 1, "spin_multiplicity": 5, "homo_lumo_gap_ev": [6.91, 6.30], "homo_energy_ev": [-10.48, -10.47], "de_lowest_ev": 0.2798, "species": ["Pt", "O", "N", "O", "C", "C", "C", "C", "C", "C", "N", "C", "C", "N", "C", "C", "C", "C", "H", "H", "H", "H", "H", "H", "H", "O", "C", "O", "H", "H", "H", "I", "C", "C", "C", "C", "C", "N", "H", "H", "H", "H", "S", "C", "N", "C", "C", "N", "H", "H", "H", "H", "H", "H"], "positions_angstrom": [[-0.529, -0.583, -0.098], [1.241, 1.702, 7.275], [1.669, 1.994, 6.181], [2.575, 2.775, 5.984], [1.034, 1.336, 5.009], [0.037, 0.481, 5.304], [-0.664, -0.223, 4.280], [-1.712, -1.100, 4.607], [-2.369, -1.746, 3.597], [-1.949, -1.530, 2.286], [-0.943, -0.729, 1.948], [-0.311, -0.042, 2.940], [0.754, 0.888, 2.627], [1.021, 1.070, 1.323], [1.951, 1.915, 0.948], [2.686, 2.652, 1.882], [2.432, 2.495, 3.218], [1.433, 1.593, 3.643], [-0.240, 0.324, 6.337], [-1.986, -1.235, 5.645], [-3.196, -2.416, 3.782], [-2.457, -2.021, 1.474], [2.132, 1.999, -0.108], [3.444, 3.343, 1.540], [2.982, 3.059, 3.950], [-0.512, -0.223, -1.839], [-0.087, -4.537, 0.069], [-0.976, -3.568, 0.461], [-0.392, -5.493, 0.523], [0.954, -4.307, 0.306], [-0.195, -4.705, -1.012], [0.860, -2.680, -3.073], [-1.197, -2.976, -2.838], [-1.849, -3.802, -3.746], [-3.195, -4.055, -3.548], [-3.837, -3.488, -2.457], [-3.098, -2.687, -1.609], [-1.803, -2.427, -1.801], [-1.308, -4.234, -4.575], [-3.734, -4.693, -4.236], [-4.886, -3.663, -2.265], [-3.551, -2.220, -0.744], [0.541, 2.068, -2.126], [1.176, 2.948, -3.411], [0.878, 4.223, -3.695], [1.556, 4.726, -4.885], [2.383, 3.500, -5.338], [2.043, 2.503, -4.329], [0.230, 4.745, -3.134], [2.188, 5.581, -4.648], [0.834, 5.029, -5.644], [3.452, 3.708, -5.337], [2.096, 3.164, -6.334], [2.388, 1.561, -4.307]], "mulliken_spin": [1.442, 0.000, 0.001, 0.000, -0.003, 0.002, 0.009, 0.020, -0.005, 0.048, -0.048, 0.073, -0.082, 0.082, -0.030, 0.002, -0.001, -0.004, 0.000, 0.000, -0.001, 0.004, 0.016, 0.000, 0.000, 1.223, -0.024, 0.869, 0.061, -0.004, 0.075, 0.031, -0.020, 0.008, 0.002, 0.002, -0.011, 0.104, 0.000, 0.000, 0.001, 0.003, 0.116, 0.021, 0.010, 0.001, -0.001, 0.008, 0.000, 0.000, 0.001, 0.001, 0.000, 0.001]}


For reference, maximum force by record: 0.0895; 0.1312; 0.0795; 0.0168 hartree/bohr.